This record from the OMol25 dataset describes the molecule C18H12ClN3O2S in a non-equilibrium geometry. The level of theory is ωB97M-V/def2-TZVPD.

CARTESIAN COORDINATES (ANGSTROEM)
Cl  -0.83893  -0.95992  2.25302
C  -1.99927  -0.02188  1.36883
C  -1.93357  1.35744  1.47501
C  -2.83292  2.14307  0.77723
C  -3.78577  1.54823  -0.03311
C  -3.84535  0.17118  -0.12900
C  -2.96307  -0.64177  0.57558
C  -3.07405  -2.12247  0.47298
H  -4.11599  -2.43969  0.49001
H  -2.52379  -2.62702  1.26557
S  -2.45511  -2.82368  -1.12320
C  -0.81589  -2.20577  -1.11461
N  -0.62776  -0.90980  -0.97608
C  0.60854  -0.46682  -0.79538
C  1.60520  -1.45657  -0.52278
N  1.35319  -2.68039  -0.96880
N  0.18333  -3.05965  -1.34697
C  2.85366  -1.23661  0.14916
C  3.95723  -2.05538  0.23683
C  4.88184  -1.37561  1.05258
C  4.27694  -0.20606  1.41136
O  3.05619  -0.11307  0.87301
H  4.60247  0.60759  2.02944
H  5.85872  -1.70774  1.33803
H  4.06739  -3.00861  -0.23584
C  0.84131  0.93204  -1.00689
C  -0.07522  1.92631  -1.27772
C  0.66761  3.11294  -1.41196
C  1.97407  2.76063  -1.22470
O  2.08752  1.45247  -0.98244
H  2.87936  3.33541  -1.24440
H  0.28992  4.09228  -1.62225
H  -1.13310  1.79377  -1.36323
H  -4.58357  -0.29837  -0.76198
H  -4.48289  2.15731  -0.58829
H  -2.78012  3.21775  0.86165
H  -1.17811  1.80845  2.09934

energy above the lowest of the compared OMol25 structures with the same formula, charge and spin	0.115	eV
multiplicity	1
Kohn-Sham gap	7.64	eV
structure (SMILES)	Clc1ccccc1CSc1nnc(-c2ccco2)c(-c2ccco2)n1

---

This record from the OMol25 dataset describes the molecule C18H12FN3O2S in a non-equilibrium geometry. The level of theory is ωB97M-V/def2-TZVPD.

CARTESIAN COORDINATES (ANGSTROEM)
O  1.45553  -2.06656  1.55111
O  -1.78095  0.03602  -2.14936
F  -0.66271  7.40533  3.30592
N  1.45305  0.05624  2.04408
S  -0.22433  1.08756  0.37722
C  1.04020  -0.95851  1.23325
C  -1.28676  -1.07902  -1.91304
C  0.86975  1.16628  1.72697
C  0.16869  -0.64257  0.13078
C  -0.25596  -1.48129  -0.92143
C  1.25629  -5.04496  -1.47453
C  0.35411  -5.44121  -2.48920
C  0.86243  5.65506  3.80049
C  -0.73697  5.35584  2.03766
C  1.11357  -3.78202  -0.88984
C  1.31398  4.35166  3.57747
C  -0.31766  4.04533  1.81621
C  -0.56408  -4.52587  -2.97536
C  -0.18809  6.14322  3.03588
C  0.12536  -2.87399  -1.32853
C  0.74773  3.50454  2.61551
C  -0.67869  -3.25237  -2.37256
N  1.22614  2.20610  2.53838
N  -1.50233  -2.18229  -2.74595
C  -2.29687  -2.14743  -3.98472
H  2.02686  -5.75577  -1.16218
H  0.36068  -6.44651  -2.90337
H  1.35107  6.28816  4.52071
H  -1.52622  5.80426  1.42354
H  1.87401  -3.47903  -0.15302
H  2.11349  4.00004  4.19732
H  -0.80565  3.46849  1.05453
H  -1.22865  -4.83439  -3.77915
H  1.92821  1.84756  3.22211
H  -1.66876  -1.94313  -4.86790
H  -2.82376  -3.08633  -4.16646
H  -3.09268  -1.39843  -3.93254

energy above the lowest of the compared OMol25 structures with the same formula, charge and spin	0.353	eV
multiplicity	1
Kohn-Sham gap	6.89	eV
structure (SMILES)	CN1C(=O)/C(=C2\SC(Nc3ccc(F)cc3)=NC2=O)c2ccccc21

---

This record from the OMol25 dataset describes a structure of composition C18H13BrClN3O6Pt in a non-equilibrium geometry. The level of theory is ωB97M-V/def2-TZVPD.

CARTESIAN COORDINATES (ANGSTROEM)
Pt  -0.07360  -0.07250  -0.10900
C  3.41810  -0.04410  -1.95210
C  3.28030  -0.07280  -0.47790
N  2.14270  -0.10430  0.19190
C  2.44770  -0.09340  1.52690
C  3.81740  -0.05230  1.66210
N  4.31390  -0.04330  0.38380
C  4.76660  0.00010  2.81700
O  4.24640  0.02600  4.01230
O  5.95250  0.02410  2.58500
C  1.34880  -0.10030  2.56320
O  1.67270  -0.00560  3.74790
O  0.17830  -0.19520  2.11770
H  2.43210  -0.03720  -2.41280
H  3.96930  -0.91540  -2.30220
H  3.96620  0.84370  -2.26570
H  5.30820  -0.02180  0.18990
H  3.22670  0.01430  4.02220
Cl  0.31680  -6.28890  -2.38060
C  -0.56820  -4.92760  -1.80570
C  0.12800  -3.80770  -1.37570
C  -0.59490  -2.71490  -0.95220
C  -1.97910  -2.68850  -0.96640
C  -2.65700  -3.84120  -1.35980
C  -1.95540  -4.95890  -1.77560
C  -2.74820  -1.41230  -0.63050
O  -3.94200  -1.47050  -0.40740
O  -2.10500  -0.29530  -0.68300
H  1.20590  -3.79230  -1.37260
H  -0.03530  -1.82150  -0.56230
H  -3.73660  -3.84590  -1.33650
H  -2.47050  -5.85590  -2.08460
Br  2.84820  5.20860  -0.00430
C  1.18400  4.30800  -0.01500
C  -0.01250  5.01160  0.02660
C  -1.19100  4.28110  0.02830
C  -1.13480  2.89400  -0.03800
N  0.02350  2.24640  -0.11110
C  1.16230  2.92380  -0.08490
H  -0.01070  6.09270  0.05400
H  -2.14690  4.78080  0.07200
H  -2.02630  2.27660  -0.04170
H  2.08620  2.36340  -0.12530

energy above the lowest of the compared OMol25 structures with the same formula, charge and spin	2.558	eV
multiplicity	1
Kohn-Sham gap (alpha / beta)	6.90 / 6.90	eV

---

This record from the OMol25 dataset describes a structure of composition C18H13CdF3N2O2. The level of theory is ωB97M-V/def2-TZVPD.

CARTESIAN COORDINATES (ANGSTROEM)
Cd  -0.17872  -0.08248  0.89932
C  1.70897  -2.93892  -0.10035
O  1.00847  -1.79331  -0.58128
C  0.25893  -1.92884  -1.72180
C  0.24519  -3.07241  -2.50337
C  -0.53517  -3.11010  -3.65232
C  -1.29938  -2.01550  -4.01939
C  -1.28510  -0.87115  -3.23664
C  -0.50789  -0.81351  -2.08977
N  -0.45746  0.32674  -1.23939
N  -0.70061  1.42093  -1.83925
C  -0.65983  2.63092  -1.25403
C  -0.17378  2.91391  0.06418
O  0.22490  2.04710  0.90571
C  -0.09437  4.29845  0.46516
C  -0.48055  5.29937  -0.34769
C  -0.97652  5.05530  -1.67088
C  -1.36479  6.11974  -2.50064
C  -1.82358  5.88666  -3.77292
C  -1.90030  4.56916  -4.23819
C  -1.52930  3.51371  -3.43780
C  -1.05726  3.72947  -2.13155
H  2.48508  -3.23445  -0.80766
H  1.02147  -3.76780  0.07383
H  2.15888  -2.64418  0.84179
H  0.83818  -3.93296  -2.23150
H  -0.54294  -4.00745  -4.25639
H  -1.91292  -2.05218  -4.90917
H  -1.88065  -0.00842  -3.49859
H  0.28519  4.48012  1.46177
H  -0.41737  6.32745  -0.00868
H  -1.29264  7.13048  -2.11645
H  -2.12100  6.70815  -4.41078
H  -2.25682  4.37476  -5.24180
H  -1.59208  2.50362  -3.81405
F  0.50647  -2.28511  2.77385
C  -0.47610  -1.33763  2.64642
F  -0.47118  -0.66222  3.82283
F  -1.64158  -2.03991  2.63613

energy above the lowest of the compared OMol25 structures with the same formula, charge and spin	0.000	eV
multiplicity	1
Kohn-Sham gap	7.03	eV

---

This record from the OMol25 dataset describes a structure of composition C18H13Cl2CoN2O4S in a non-equilibrium geometry. The level of theory is ωB97M-V/def2-TZVPD.

CARTESIAN COORDINATES (ANGSTROEM)
Co  0.19126  -0.07977  -0.11022
Cl  -2.63927  -2.89144  -3.17038
C  -2.25479  -3.14663  -1.50249
C  -2.93389  -4.13598  -0.80520
C  -2.64689  -4.38877  0.51888
Cl  -3.52335  -5.64207  1.34777
C  -1.64519  -3.67891  1.20034
C  -1.23916  -3.88504  2.53617
C  -0.22888  -3.11791  3.05938
C  0.34184  -2.10949  2.27878
N  -0.03443  -1.87578  1.03998
C  -0.97765  -2.65421  0.48041
C  -1.26728  -2.34254  -0.90037
O  -0.63622  -1.40078  -1.47632
H  -3.69072  -4.71955  -1.30766
H  -1.72864  -4.63838  3.13584
H  0.11536  -3.26453  4.07339
H  1.10714  -1.46274  2.68046
O  2.56642  2.90763  0.59308
C  1.93535  2.22608  -0.21656
O  1.79891  0.95849  -0.13955
C  1.31988  2.89312  -1.42467
C  2.10940  3.80501  -2.11019
C  1.66306  4.41102  -3.26938
C  0.42290  4.06038  -3.78075
C  -0.37817  3.16524  -3.10476
C  0.03529  2.58670  -1.90199
S  -1.14107  1.65595  -1.00567
H  3.08451  4.03814  -1.70276
H  2.27958  5.14141  -3.77463
H  0.07015  4.51825  -4.69533
H  -1.34364  2.88527  -3.49365
C  1.39036  1.87518  3.26954
C  0.27700  1.83286  2.25582
N  -0.15523  3.01745  1.78290
O  -0.23324  0.77017  1.90422
H  1.46783  2.84198  3.75876
H  2.32076  1.68154  2.73397
H  1.24065  1.08643  4.00061
H  0.47167  3.80407  1.84374
H  -0.72639  2.94694  0.94031

total charge	-1
energy above the lowest of the compared OMol25 structures with the same formula, charge and spin	0.385	eV
multiplicity	2
Kohn-Sham gap (alpha / beta)	6.93 / 6.94	eV

---

This record from the OMol25 dataset describes a structure of composition C18H14Br2F3N3RuS2. The level of theory is ωB97M-V/def2-TZVPD.

CARTESIAN COORDINATES (ANGSTROEM)
Ru  -0.03735  -1.11477  0.49350
C  -3.44550  2.50958  -1.40447
S  -2.47259  2.91622  0.05422
C  -1.24669  1.67144  0.09154
S  -1.43173  0.21107  -0.88669
N  -0.24368  1.92544  0.85588
N  0.67593  0.88154  0.91444
C  1.83948  1.24867  1.40178
C  3.01283  0.47969  1.39812
C  4.21434  1.01906  1.90537
C  5.39754  0.35441  1.81826
C  5.42975  -0.92504  1.18628
C  4.29480  -1.46538  0.71206
N  3.07134  -0.79655  0.82550
H  -4.20552  3.28860  -1.44784
H  -3.93946  1.54610  -1.31173
H  -2.84746  2.55057  -2.31098
H  1.91720  2.26270  1.78020
H  4.15908  2.00027  2.35653
H  6.30526  0.79059  2.20766
H  6.35393  -1.47311  1.07972
H  4.23086  -2.43009  0.23254
Br  -0.95072  -1.20017  3.20301
C  -2.54734  -2.15918  2.68296
Br  -2.34290  -2.94844  0.94381
H  -3.36226  -1.44796  2.64650
H  -2.70402  -2.95019  3.40445
F  0.67577  -8.87484  -0.42063
C  1.69669  -8.20604  -0.97934
F  2.83604  -8.70584  -0.46808
F  1.69500  -8.47426  -2.29594
C  1.59454  -6.72348  -0.72456
C  2.29804  -5.84577  -1.53754
C  2.23737  -4.48648  -1.29409
C  1.47094  -4.00126  -0.23237
C  0.76335  -4.88859  0.57511
C  0.83342  -6.24988  0.33413
C  1.44397  -2.57498  0.03678
C  1.96403  -1.48085  0.42002
H  2.87926  -6.22170  -2.36866
H  2.76541  -3.79657  -1.93908
H  0.16647  -4.51518  1.39495
H  0.28865  -6.94235  0.96010

total charge	+1
multiplicity	6
Kohn-Sham gap (alpha / beta)	6.60 / 5.77	eV

---

Going through the records in order, we get DFT total energy values of -50781.3965; -40978.5761; -121444.0158; -38668.1241; -103558.7503; -195843.3576 eV.